Record 1
DFT (the ωB97M-V functional and the def2-TZVPD basis) results for C26H36NO15P2RbS2 as an isolated structure.

XYZ file:
```
83
Properties=species:S:1:pos:R:3:lowdin_charge:R:1
Rb 0.33 -1.54 -0.58 1.329
O 2.46 -2.47 -3.90 -0.028
C 1.41 -2.52 -3.20 -0.689
O 0.65 -1.58 -2.98 -0.174
C 1.08 -3.92 -2.66 -0.156
O 0.05 -3.89 -1.71 -0.247
C -0.12 -5.12 -1.06 -0.134
C -0.67 -4.90 0.40 -0.691
O -1.51 -5.71 0.80 -0.038
O -0.13 -3.97 1.03 -0.114
H 2.93 -1.15 -3.53 0.024
H 2.02 -4.29 -2.22 0.134
H 0.82 -4.56 -3.52 0.136
H 0.85 -5.63 -0.94 0.121
H -0.80 -5.78 -1.63 0.120
O -2.12 -1.53 -0.24 -0.675
S -2.97 -1.47 0.95 0.977
C -1.99 -2.06 2.41 -0.271
C -1.32 -1.01 3.28 -0.237
C -0.08 -1.53 4.02 -0.213
C 1.10 -1.86 3.11 -0.273
S 1.77 -0.50 2.01 0.979
O 0.61 -0.10 1.23 -0.759
C 1.88 0.73 3.34 -0.346
C 0.94 1.75 3.38 -0.059
C 1.05 2.75 4.33 -0.068
C 2.09 2.73 5.24 -0.109
C 3.04 1.72 5.19 -0.102
C 2.93 0.72 4.24 -0.082
C -3.08 0.28 1.42 -0.371
C -2.18 1.20 0.93 -0.081
C -2.28 2.52 1.33 -0.060
C -3.28 2.91 2.20 -0.092
C -4.19 1.98 2.68 -0.106
C -4.09 0.66 2.29 -0.109
H -1.26 -2.73 1.94 0.047
H -2.69 -2.68 2.98 0.091
H -2.03 -0.63 4.02 0.114
H -1.01 -0.17 2.67 0.066
H -0.35 -2.44 4.58 0.114
H 0.23 -0.77 4.75 0.101
H 0.84 -2.64 2.41 0.055
H 1.96 -2.19 3.71 0.085
H 0.18 1.77 2.62 0.092
H 0.31 3.54 4.36 0.101
H 2.19 3.53 5.98 0.089
H 3.87 1.72 5.89 0.092
H 3.67 -0.06 4.18 0.109
H -1.39 0.90 0.25 0.090
H -1.54 3.22 0.95 0.099
H -3.36 3.95 2.52 0.091
H -4.98 2.29 3.36 0.089
H -4.79 -0.08 2.65 0.102
O 4.31 0.42 -1.00 -0.148
P 3.03 -0.35 -1.57 0.264
O 3.26 -0.26 -3.10 -0.122
O 2.87 -1.68 -0.95 -0.346
O 1.78 0.63 -1.26 -0.351
P 1.95 1.82 -0.12 0.253
O 2.82 2.89 -1.01 -0.139
O 2.91 1.31 0.94 -0.372
O 0.67 2.46 0.20 -0.246
H 3.95 0.72 -0.12 0.008
H 3.61 2.45 -1.33 0.038
O -2.95 1.60 -2.07 0.055
C -2.33 1.46 -3.11 -0.498
C -2.18 2.59 -4.12 -0.106
C -0.75 3.16 -4.03 -0.181
C 0.33 2.08 -3.92 -0.195
C 0.20 0.95 -4.94 -0.158
C -1.06 0.08 -4.72 -0.184
N -1.74 0.31 -3.47 0.087
H -2.90 3.37 -3.88 0.110
H -2.38 2.24 -5.13 0.100
H -0.68 3.78 -3.13 0.113
H -0.57 3.80 -4.89 0.102
H 0.32 1.65 -2.93 0.098
H 1.30 2.56 -4.05 0.116
H 1.08 0.31 -4.81 0.093
H 0.21 1.35 -5.96 0.104
H -0.78 -0.97 -4.73 0.106
H -1.77 0.25 -5.54 0.104
H -1.58 -0.38 -2.74 0.131
```

The value obtained for the gap between HOMO and LUMO is 7.29 eV. For the largest force on an atom, the calculation gives 3.648 eV Å⁻¹. For the highest occupied orbital energy, the calculation gives -3.345 eV. The total energy comes out at -3699.28328 hartree. Its spin multiplicity is 1. For the energy relative to the best compared isomer or geometry (same formula, charge and spin), the calculation gives 35.3 kcal/mol. The total charge is -2.


Record 2
DFT (the ωB97M-V functional and the def2-TZVPD basis) results for a 8-piece molecular cluster, C26H36NO24 overall.

XYZ file:
```
87
Properties=species:S:1:pos:R:3:lowdin_charge:R:1
O -0.57 3.40 -2.59 -0.191
C -0.51 2.12 -2.16 -0.419
O -1.74 1.27 -2.20 -0.344
C 0.87 1.42 -1.55 -0.159
N 1.63 2.36 -0.65 -0.107
C 1.29 2.21 0.81 -0.114
C 2.09 0.67 1.25 -0.181
C 1.03 -0.48 2.01 -0.034
O 2.20 0.38 2.78 -0.221
H 1.59 1.16 -2.46 0.105
H 0.57 0.40 -1.07 0.112
H 2.67 2.33 -0.79 0.084
H 0.16 2.01 1.05 0.087
H 1.78 3.02 1.49 0.117
H 2.96 0.23 0.47 0.158
H 1.43 -1.33 1.31 0.098
H -0.02 0.02 2.02 0.089
C -3.47 0.37 3.87 -0.160
C -4.45 1.39 3.41 -0.136
O -3.62 2.41 2.87 0.069
C -2.44 1.82 2.53 -0.486
O -1.56 2.37 1.88 0.127
O -2.37 0.54 3.00 0.055
H -3.86 -0.65 3.80 0.105
H -3.13 0.55 4.90 0.139
H -5.10 1.01 2.61 0.141
H -5.07 1.78 4.22 0.135
C -4.82 -2.13 8.11 -0.141
C -3.66 -2.80 7.44 -0.134
O -3.98 -2.71 6.07 0.078
C -4.84 -1.66 5.92 -0.490
O -5.19 -1.20 4.85 0.104
O -5.26 -1.20 7.14 0.069
H -4.53 -1.62 9.03 0.138
H -5.64 -2.82 8.33 0.136
H -2.72 -2.27 7.62 0.141
H -3.55 -3.84 7.76 0.139
C 4.98 2.82 -4.21 -0.137
C 5.21 1.72 -5.19 -0.147
O 4.95 0.55 -4.43 0.060
C 4.13 0.92 -3.41 -0.516
O 3.57 0.14 -2.65 0.115
O 4.02 2.28 -3.33 0.059
H 4.60 3.73 -4.69 0.138
H 5.88 3.07 -3.64 0.135
H 4.51 1.75 -6.03 0.134
H 6.23 1.71 -5.58 0.132
C -1.83 -4.11 1.72 -0.134
C -0.82 -4.59 0.73 -0.140
O 0.42 -4.40 1.40 0.057
C 0.14 -4.40 2.74 -0.523
O 0.99 -4.43 3.61 0.118
O -1.20 -4.36 2.97 0.054
H -2.77 -4.65 1.64 0.137
H -2.02 -3.04 1.64 0.137
H -0.93 -5.65 0.49 0.129
H -0.84 -4.01 -0.20 0.132
C -2.08 -3.31 -3.83 -0.127
C -2.11 -4.37 -4.88 -0.143
O -1.72 -5.54 -4.17 0.060
C -2.00 -5.31 -2.85 -0.515
O -1.95 -6.17 -1.99 0.119
O -2.35 -4.01 -2.64 0.057
H -2.82 -2.53 -4.01 0.145
H -1.09 -2.84 -3.75 0.145
H -3.12 -4.53 -5.28 0.133
H -1.43 -4.17 -5.71 0.137
C 6.09 0.75 2.81 -0.139
C 7.25 0.08 2.15 -0.147
O 6.93 0.16 0.77 0.062
C 6.07 1.21 0.63 -0.513
O 5.72 1.68 -0.45 0.130
O 5.65 1.68 1.84 0.063
H 6.38 1.26 3.74 0.136
H 5.27 0.05 3.03 0.136
H 8.19 0.61 2.32 0.131
H 7.36 -0.96 2.46 0.136
C -2.56 5.16 -5.00 -0.135
C -1.40 4.49 -5.67 -0.143
O -1.72 4.57 -7.04 0.051
C -2.58 5.62 -7.19 -0.529
O -2.93 6.09 -8.26 0.104
O -3.00 6.09 -5.97 0.050
H -2.27 5.67 -4.08 0.139
H -3.38 4.46 -4.79 0.140
H -0.46 5.02 -5.49 0.136
H -1.29 3.45 -5.36 0.134
```

The value obtained for the gap between HOMO and LUMO is 5.69 eV. For the largest force on an atom, the calculation gives 7.334 eV Å⁻¹. For the highest occupied orbital energy, the calculation gives -4.022 eV. The total energy comes out at -2872.69069 hartree. Its spin multiplicity is 1. The total charge is -1.


Record 3
DFT (the ωB97M-V functional and the def2-TZVPD basis) results for C26H37As2EuN5O12S2 as an isolated structure.

XYZ file:
```
85
Properties=species:S:1:pos:R:3:lowdin_charge:R:1
Eu 1.05 0.92 -0.79 1.483
N 2.90 0.68 -2.64 -0.063
C 4.06 1.11 -1.85 -0.222
C 3.66 1.83 -0.60 -0.684
O 2.87 2.83 -0.81 -0.196
N 3.85 1.21 0.50 0.052
C 3.39 1.78 1.73 -0.168
C 2.26 0.96 2.33 -0.682
O 2.32 0.54 3.46 0.029
O 1.26 0.72 1.54 -0.291
H 2.96 -0.31 -2.83 0.061
H 2.86 1.15 -3.52 0.075
H 4.79 1.76 -2.37 0.123
H 4.55 0.17 -1.58 0.109
H 3.02 2.80 1.59 0.098
H 4.11 1.68 2.56 0.119
C -0.65 -0.89 4.44 -0.017
O -0.93 -1.01 3.03 -0.061
C -2.23 -1.21 2.72 -0.569
O -3.09 -1.21 3.53 0.144
C -2.40 -1.47 1.25 -0.264
C -2.58 -2.73 0.80 -0.290
As -3.37 -3.47 -0.86 1.353
C -2.14 -4.97 -1.44 -0.247
C -2.62 -2.05 -1.99 -0.331
C -2.28 -0.79 -1.68 -0.330
As -2.19 0.07 0.03 1.251
C -3.95 0.87 0.23 -0.290
C -1.80 0.13 -2.79 -0.500
O -0.65 0.59 -2.75 -0.062
O -2.63 0.30 -3.82 -0.017
C -2.15 0.93 -4.96 -0.052
C -2.40 -2.54 -3.36 -0.568
O -1.33 -2.52 -3.94 0.126
O -3.55 -3.10 -3.80 -0.079
C -3.53 -3.60 -5.16 -0.012
C -2.57 -3.84 1.80 -0.571
O -3.43 -4.68 1.84 0.079
O -1.61 -3.76 2.72 -0.044
C -1.80 -4.57 3.93 -0.009
H 0.45 -0.72 4.51 0.089
H -1.03 -1.75 4.97 0.075
H -1.19 -0.02 4.85 0.106
H -2.22 -5.66 -0.62 0.011
H -1.07 -4.74 -1.59 0.030
H -2.40 -5.52 -2.29 0.005
H -4.69 0.02 0.38 0.060
H -4.19 1.49 -0.62 0.016
H -3.90 1.47 1.17 0.036
H -1.07 0.74 -5.15 0.111
H -2.36 2.01 -4.86 0.113
H -2.71 0.54 -5.83 0.101
H -2.70 -4.22 -5.40 0.085
H -3.70 -2.83 -5.89 0.090
H -4.48 -4.14 -5.14 0.096
H -0.95 -4.30 4.54 0.085
H -1.80 -5.66 3.78 0.093
H -2.77 -4.33 4.42 0.115
N -0.28 3.62 -0.68 0.132
C 0.24 4.66 -0.67 -0.283
N 0.74 5.90 -0.69 -0.080
C 2.21 6.01 -0.87 -0.105
C 2.96 6.21 0.47 -0.149
O 2.31 7.18 1.33 -0.145
C 0.97 6.78 1.61 -0.160
C 0.19 6.89 0.24 -0.097
H 2.46 6.81 -1.51 0.106
H 2.56 5.06 -1.27 0.097
H 3.98 6.61 0.43 0.132
H 3.00 5.19 0.98 0.128
H 0.56 7.38 2.42 0.118
H 0.82 5.79 1.98 0.109
H 0.27 7.90 -0.15 0.123
H -0.86 6.68 0.27 0.112
S 1.13 -2.34 -1.07 0.561
C 1.91 -2.85 0.29 -1.163
N 2.04 -2.24 1.43 -0.016
C 2.42 -3.03 2.63 -0.194
C 3.14 -4.21 2.05 -0.444
S 2.37 -4.55 0.44 0.908
H 1.82 -1.21 1.59 0.123
H 1.53 -3.34 3.09 0.095
H 3.03 -2.48 3.34 0.134
H 3.01 -5.07 2.71 0.080
H 4.20 -4.03 1.90 0.082
```

Its expectation value of S² is 15.759. The value obtained for the gap between HOMO and LUMO (spin up / spin down) is 6.47 / 7.63 eV. For the largest force on an atom, the calculation gives 3.095 eV Å⁻¹. For the highest occupied orbital energy (spin up / spin down), the calculation gives -6.703 / -7.862 eV. The total energy comes out at -8167.86876 hartree. Its spin multiplicity is 8. For the energy relative to the best compared isomer or geometry (same formula, charge and spin), the calculation gives 8.0 kcal/mol.


Record 4
DFT (the ωB97M-V functional and the def2-TZVPD basis) results for C26H37BBaF4N10S as an isolated structure.

XYZ file:
```
80
Properties=species:S:1:pos:R:3:nbo_charge:R:1
Ba 0.47 -0.20 -0.48 1.822
C -2.63 2.87 -3.00 -0.356
C -1.44 2.64 -2.30 -0.038
N -1.30 1.36 -1.96 -0.387
N -2.41 0.75 -2.44 -0.338
C -3.21 1.62 -3.06 -0.015
B -2.68 -0.76 -2.35 0.547
N -2.87 -1.26 -0.92 -0.324
C -4.00 -1.84 -0.47 -0.008
C -3.81 -2.21 0.85 -0.357
C -2.50 -1.82 1.12 -0.046
N -1.93 -1.25 0.05 -0.401
N -1.60 -1.54 -3.11 -0.324
C -1.82 -2.28 -4.21 -0.008
C -0.61 -2.76 -4.66 -0.360
C 0.32 -2.23 -3.75 -0.042
N -0.28 -1.50 -2.82 -0.388
H -3.01 3.79 -3.40 0.228
H -0.69 3.36 -2.01 0.208
H -4.14 1.30 -3.51 0.222
H -3.72 -0.95 -2.91 -0.044
H -4.86 -1.94 -1.11 0.223
H -4.51 -2.70 1.50 0.228
H -1.93 -1.93 2.03 0.211
H -2.82 -2.42 -4.59 0.221
H -0.42 -3.38 -5.52 0.229
H 1.39 -2.37 -3.73 0.202
C 2.65 2.90 -0.77 -0.616
C 3.65 1.76 -0.63 -0.222
N 3.29 0.56 -1.38 -0.504
C 3.12 0.80 -2.82 -0.227
C 4.30 1.47 -3.53 -0.639
C 4.19 -0.56 -1.09 -0.228
C 3.41 -1.86 -0.83 -0.227
N 2.46 -1.66 0.24 -0.825
C 2.65 -2.12 1.47 0.187
C 1.72 -1.71 2.47 0.201
F 0.77 -0.80 2.09 -0.374
C 1.71 -2.14 3.76 0.357
F 0.74 -1.67 4.58 -0.331
C 2.66 -3.02 4.25 -0.437
C 3.61 -3.42 3.33 0.374
F 4.57 -4.27 3.73 -0.313
C 3.63 -3.01 2.02 0.194
F 4.62 -3.50 1.23 -0.327
H 2.93 3.71 -0.10 0.229
H 1.64 2.59 -0.51 0.190
H 2.63 3.30 -1.79 0.207
H 3.69 1.47 0.43 0.206
H 4.65 2.12 -0.90 0.174
H 2.22 1.39 -2.98 0.195
H 2.93 -0.17 -3.28 0.201
H 4.41 2.51 -3.22 0.204
H 4.13 1.47 -4.61 0.221
H 5.24 0.96 -3.33 0.209
H 4.76 -0.33 -0.19 0.200
H 4.91 -0.71 -1.91 0.180
H 4.13 -2.66 -0.67 0.210
H 2.86 -2.11 -1.75 0.164
H 2.65 -3.37 5.27 0.244
C -0.30 1.34 4.18 -0.414
N -1.60 1.16 3.55 -0.423
C -2.40 0.09 4.12 -0.421
C -1.92 1.78 2.39 0.358
S -0.75 2.45 1.39 -0.357
N -3.25 1.76 2.06 -0.451
C -3.64 2.08 0.69 -0.414
C -4.24 2.18 3.04 -0.406
H -0.44 1.37 5.26 0.196
H 0.14 2.27 3.84 0.235
H 0.38 0.51 3.93 0.222
H -1.74 -0.75 4.34 0.219
H -3.15 -0.23 3.41 0.228
H -2.89 0.40 5.05 0.194
H -2.96 1.59 0.00 0.243
H -3.63 3.15 0.51 0.198
H -4.65 1.69 0.53 0.200
H -3.86 2.07 4.06 0.213
H -5.15 1.59 2.94 0.205
H -4.49 3.24 2.89 0.196
```

The value obtained for the gap between HOMO and LUMO is 7.29 eV. For the largest force on an atom, the calculation gives 0.851 eV Å⁻¹. For the highest occupied orbital energy, the calculation gives -6.846 eV. The total energy comes out at -2408.63797 hartree. Its spin multiplicity is 1. For the energy relative to the best compared isomer or geometry (same formula, charge and spin), the calculation gives 0.0 kcal/mol.


Record 5
DFT (the ωB97M-V functional and the def2-TZVPD basis) results for a 15-piece molecular cluster, C26H37Cl28FO3 overall.

XYZ file:
```
95
Properties=species:S:1:pos:R:3:lowdin_charge:R:1
C -1.06 0.19 3.87 -0.058
C -1.86 -0.44 2.74 -0.256
O -2.46 0.57 1.92 -0.073
C -3.77 0.84 2.15 -0.208
C -4.78 -0.13 2.12 0.062
C -6.10 0.25 2.33 -0.090
C -6.43 1.58 2.58 -0.098
C -5.44 2.56 2.61 0.091
C -4.13 2.16 2.40 -0.173
F -3.18 3.11 2.42 0.091
C -7.86 1.88 2.82 -0.345
O -8.40 2.89 2.45 0.133
C -8.60 0.80 3.53 0.029
C -8.27 -0.47 3.31 0.032
C -7.19 -0.76 2.34 -0.345
O -7.22 -1.70 1.59 0.131
H -0.29 0.82 3.44 0.042
H -0.61 -0.62 4.44 0.044
H -1.74 0.77 4.48 0.083
H -1.22 -1.04 2.09 0.094
H -2.58 -1.13 3.17 0.118
H -4.50 -1.15 1.92 0.096
H -5.70 3.58 2.81 0.138
H -9.36 1.08 4.24 0.122
H -8.76 -1.30 3.82 0.122
C 2.29 -2.06 3.85 -0.988
Cl 1.92 -1.50 5.49 0.533
Cl 2.70 -0.71 2.78 0.537
H 3.15 -2.72 3.90 -0.015
H 1.43 -2.57 3.45 0.026
C 4.51 2.35 3.71 -1.039
Cl 6.11 1.86 4.27 0.569
Cl 3.55 3.08 5.00 0.525
H 4.63 3.07 2.91 0.002
H 3.99 1.46 3.36 -0.055
C 8.94 3.67 5.87 -1.016
Cl 10.27 2.57 6.28 0.518
Cl 9.36 4.76 4.55 0.506
H 8.08 3.09 5.58 -0.046
H 8.71 4.27 6.75 0.026
C -1.66 -2.76 -1.11 -1.050
Cl -0.59 -3.71 -0.08 0.500
Cl -2.92 -1.94 -0.18 0.596
H -1.08 -2.01 -1.61 -0.100
H -2.14 -3.42 -1.83 -0.062
C 2.11 3.03 0.89 -0.999
Cl 0.87 1.77 0.90 0.528
Cl 3.63 2.46 0.19 0.522
H 1.75 3.87 0.30 0.029
H 2.30 3.34 1.91 0.009
C 1.83 -4.08 -3.44 -0.983
Cl 1.11 -2.55 -2.93 0.539
Cl 1.56 -5.37 -2.27 0.517
H 1.39 -4.37 -4.39 0.030
H 2.90 -3.94 -3.56 0.028
C -1.91 1.63 -2.57 -0.983
Cl -0.61 0.49 -2.20 0.530
Cl -1.46 2.69 -3.92 0.513
H -2.79 1.07 -2.84 0.032
H -2.10 2.24 -1.70 0.029
C 3.90 -8.35 -1.00 -1.035
Cl 3.04 -9.86 -0.68 0.500
Cl 4.83 -7.82 0.41 0.498
H 4.58 -8.51 -1.82 0.025
H 3.17 -7.58 -1.24 -0.027
C 11.39 1.96 2.60 -1.032
Cl 11.38 0.35 1.88 0.493
Cl 10.69 3.17 1.53 0.486
H 10.82 1.93 3.52 -0.028
H 12.42 2.24 2.81 0.027
C -2.12 4.81 -7.27 -1.010
Cl -0.55 4.10 -6.88 0.500
Cl -2.58 4.47 -8.94 0.528
H -2.86 4.38 -6.61 0.021
H -2.06 5.88 -7.14 0.028
C -0.31 0.07 -6.42 -1.046
Cl -1.54 -1.20 -6.36 0.494
Cl 1.20 -0.52 -7.13 0.501
H -0.69 0.88 -7.03 0.003
H -0.11 0.41 -5.41 -0.019
C 6.33 -1.35 2.54 -1.049
Cl 5.81 -3.01 2.87 0.522
Cl 8.04 -1.10 2.88 0.507
H 6.15 -1.14 1.49 0.030
H 5.75 -0.68 3.16 -0.043
C -5.48 -3.66 -2.40 -1.007
Cl -6.62 -5.00 -2.33 0.518
Cl -3.96 -4.13 -3.19 0.547
H -5.92 -2.85 -2.97 0.028
H -5.26 -3.33 -1.39 -0.004
C -5.84 2.45 -9.75 -1.037
Cl -5.88 1.00 -8.74 0.497
Cl -7.36 3.35 -9.66 0.499
H -5.04 3.09 -9.41 -0.034
H -5.68 2.15 -10.78 0.026
```

The value obtained for the gap between HOMO and LUMO is 8.48 eV. For the largest force on an atom, the calculation gives 0.885 eV Å⁻¹. For the highest occupied orbital energy, the calculation gives -9.474 eV. The total energy comes out at -14223.80620 hartree. Its spin multiplicity is 1.